# 1
Computed, not measured: C4H8O as an isolated structure, with ωB97M-V/def2-TZVPD.

XYZ file:
```
13
Properties=species:S:1:pos:R:3:mulliken_charge:R:1
C -0.75 -1.09 0.81 -1.158
C -0.55 -0.15 -0.59 0.065
C 0.03 1.24 -0.23 -0.469
C 1.31 0.40 -0.34 -0.393
O 0.67 -0.50 -1.26 -0.465
H -0.84 -2.13 0.49 0.339
H -0.08 -1.20 1.74 0.296
H -1.68 -0.74 1.26 0.351
H -1.37 -0.22 -1.34 0.392
H 0.00 2.05 -0.97 0.262
H -0.26 1.61 0.75 0.229
H 1.35 -0.14 0.61 0.236
H 2.23 0.79 -0.76 0.314
```

Values from the calculation:
- ΔE to the lowest compared entry with this formula, charge and spin (kJ/mol) = 217.85
- electronic energy (eV) = -6322.9101
- frontier orbital gap (eV) = 10.73

---

# 2
Computed, not measured: one molecule with the formula C4H8O, with ωB97M-V/def2-TZVPD.

XYZ file:
```
13
Properties=species:S:1:pos:R:3:mulliken_charge:R:1
C 1.68 -0.27 0.28 -0.989
C 0.40 -0.35 -0.50 0.304
C -0.56 0.83 -0.22 -0.843
C -1.59 -0.27 0.20 -0.218
O -0.68 -1.15 -0.17 -0.395
H 1.07 -0.35 1.29 0.260
H 2.12 0.73 0.02 0.257
H 2.39 -1.00 -0.12 0.307
H 0.75 -0.25 -1.62 0.273
H -0.28 1.46 0.67 0.217
H -0.97 1.32 -0.91 0.430
H -1.76 -0.18 1.38 0.146
H -2.56 -0.51 -0.30 0.252
```

Values from the calculation:
- ΔE to the lowest compared entry with this formula, charge and spin (kJ/mol) = 342.99
- electronic energy (eV) = -6321.6131
- frontier orbital gap (eV) = 10.45
- SMILES = C[C@@H]1CCO1

---

# 3
Computed, not measured: a 2-piece molecular cluster, C4H8O overall, with ωB97M-V/def2-TZVPD.

XYZ file:
```
13
Properties=species:S:1:pos:R:3:mulliken_charge:R:1
O 2.22 0.67 -0.39 -0.276
C 1.59 -0.19 -1.17 -0.323
C -0.28 -0.41 0.67 -0.586
C -1.60 0.28 0.60 -0.424
C -0.71 0.33 -0.61 -0.482
H 2.49 0.32 0.48 0.335
H 1.54 -1.18 -0.64 0.191
H 0.49 0.01 1.32 0.229
H -0.27 -1.49 0.65 0.296
H -1.69 1.21 1.15 0.237
H -2.48 -0.34 0.55 0.241
H -0.30 1.30 -0.88 0.289
H -0.99 -0.26 -1.48 0.271
```

Values from the calculation:
- ΔE to the lowest compared entry with this formula, charge and spin (kJ/mol) = 444.90
- electronic energy (eV) = -6320.5569
- frontier orbital gap (eV) = 8.99

---

# 4
Computed, not measured: a 2-piece molecular cluster, C4H8O overall, with ωB97M-V/def2-TZVPD.

XYZ file:
```
13
Properties=species:S:1:pos:R:3:mulliken_charge:R:1
C 0.09 1.35 0.67 -0.743
C 0.44 0.09 0.49 0.266
C 0.40 -1.30 0.96 -0.467
C 1.12 -0.91 -0.33 -0.477
H -0.50 1.66 1.54 0.250
H 0.40 2.13 -0.03 0.326
H 1.02 -1.56 1.82 0.221
H -0.53 -1.85 0.89 0.219
H 2.21 -0.94 -0.34 0.217
H 0.65 -1.20 -1.27 0.224
O -2.06 0.59 -1.58 -0.680
H -1.70 1.34 -2.07 0.331
H -1.54 0.60 -0.76 0.312
```

Values from the calculation:
- ΔE to the lowest compared entry with this formula, charge and spin (kJ/mol) = 188.10
- electronic energy (eV) = -6323.2183
- frontier orbital gap (eV) = 11.09
- SMILES = C=C1CC1.O

---

# 5
Computed, not measured: one molecule with the formula C4H8O, with ωB97M-V/def2-TZVPD.

XYZ file:
```
13
Properties=species:S:1:pos:R:3:mulliken_charge:R:1
C 0.88 -1.40 0.79 -1.145
C -0.01 -0.20 0.78 -0.149
C -0.24 0.16 -0.85 -0.181
C -1.03 1.38 -1.04 -0.350
O 0.21 1.50 -0.42 -0.373
H 1.16 -1.68 1.81 0.350
H 0.36 -2.20 0.28 0.303
H 1.80 -1.16 0.24 0.295
H 0.47 0.56 1.46 0.235
H -1.02 -0.31 1.17 0.296
H 0.28 -0.15 -1.79 0.256
H -0.92 1.96 -1.95 0.246
H -1.95 1.53 -0.47 0.217
```

Values from the calculation:
- ΔE to the lowest compared entry with this formula, charge and spin (kJ/mol) = 356.23
- electronic energy (eV) = -6321.4758
- frontier orbital gap (eV) = 10.18
- SMILES = CC[C@H]1CO1

---

# 6
Computed, not measured: one molecule with the formula C4H8O, with ωB97M-V/def2-TZVPD.

XYZ file:
```
13
Properties=species:S:1:pos:R:3:mulliken_charge:R:1
C 0.24 -0.61 -1.75 -1.358
C 0.58 -0.05 -0.32 0.225
C -0.20 1.16 0.18 -0.381
O -0.80 0.37 1.19 -0.388
C 0.11 -0.74 0.96 -0.341
H 0.61 0.07 -2.57 0.324
H -0.83 -0.80 -1.97 0.346
H 0.67 -1.65 -1.81 0.324
H 1.63 0.16 -0.38 0.324
H -1.01 1.58 -0.43 0.268
H 0.47 1.94 0.65 0.199
H 0.97 -1.04 1.67 0.219
H -0.47 -1.75 0.89 0.241
```

Values from the calculation:
- ΔE to the lowest compared entry with this formula, charge and spin (kJ/mol) = 174.95
- electronic energy (eV) = -6323.3547
- frontier orbital gap (eV) = 10.65
- SMILES = CC1COC1

---

# 7
Computed, not measured: C4H8O as an isolated structure, with ωB97M-V/def2-TZVPD.

XYZ file:
```
13
Properties=species:S:1:pos:R:3:mulliken_charge:R:1
C 0.42 1.34 -0.30 -1.008
C 0.52 -0.15 -0.85 -0.569
C -0.56 -0.97 -0.17 -0.330
C -0.53 -0.74 1.39 0.052
H -0.68 1.70 -0.47 0.252
H 1.09 2.03 -0.82 0.326
H 0.61 1.43 0.77 0.317
H 0.41 -0.25 -1.91 0.330
H 1.51 -0.46 -0.55 0.307
H -0.38 -2.00 -0.27 0.324
H -1.58 -0.81 -0.65 0.292
H 0.72 -0.20 1.75 0.184
O -1.53 -0.91 2.09 -0.476
```

Values from the calculation:
- ΔE to the lowest compared entry with this formula, charge and spin (kJ/mol) = 167.42
- electronic energy (eV) = -6323.4327
- frontier orbital gap (eV) = 10.82

---

# 8
Computed, not measured: one molecule with the formula C4H8O, with ωB97M-V/def2-TZVPD.

XYZ file:
```
13
Properties=species:S:1:pos:R:3:mulliken_charge:R:1
C -1.16 -0.60 0.64 -1.270
C -0.18 0.01 -0.34 0.957
O -0.72 0.34 -1.59 -0.555
C 1.24 -0.47 -0.35 -0.636
C 0.89 0.86 0.28 -0.824
H -0.71 -0.81 1.62 0.329
H -1.56 -1.54 0.24 0.293
H -2.00 0.08 0.82 0.332
H -1.16 1.19 -1.48 0.359
H 1.56 -1.29 0.28 0.228
H 1.74 -0.43 -1.32 0.272
H 0.79 0.90 1.36 0.231
H 1.28 1.77 -0.17 0.282
```

Values from the calculation:
- ΔE to the lowest compared entry with this formula, charge and spin (kJ/mol) = 94.73
- electronic energy (eV) = -6324.1861
- frontier orbital gap (eV) = 10.92
- SMILES = CC1(O)CC1